DFT (ωB97M-V/def2-TZVPD) results for a 10-piece molecular cluster, C22H68N16O10 overall at a distorted geometry.

Geometry as XYZ:
```
116
C22H68N16O10, DFT ωB97M-V/def2-TZVPD
C -0.719 0.245 -4.596
O -1.842 0.014 -4.448
N -0.010 1.092 -3.887
N -0.008 -0.234 -5.563
H -0.470 1.752 -3.276
H 0.984 1.260 -3.937
H -0.379 -0.957 -6.163
H 0.967 0.026 -5.518
C -5.883 -1.533 -4.541
O -6.335 -2.500 -3.897
N -6.374 -1.052 -5.610
N -4.696 -1.008 -4.228
H -6.059 -0.198 -6.048
H -7.303 -1.355 -5.864
H -4.149 -1.441 -3.498
H -4.396 -0.337 -4.921
C 2.623 -4.262 2.548
O 1.774 -5.076 2.333
N 3.890 -4.576 2.660
N 2.345 -3.042 2.900
H 4.602 -3.920 2.947
H 4.030 -5.569 2.783
H 3.077 -2.396 3.162
H 1.423 -2.759 2.599
C 0.146 -4.550 -2.837
O 0.373 -5.700 -3.176
N -0.707 -4.172 -1.883
N 0.679 -3.543 -3.386
H -1.087 -4.887 -1.280
H -0.559 -3.210 -1.612
H 1.570 -3.571 -3.860
H 0.369 -2.683 -2.957
C 3.065 -1.890 -0.975
O 3.240 -1.672 -2.148
N 2.759 -1.028 -0.123
N 3.018 -3.057 -0.411
H 2.622 -0.165 -0.631
H 2.481 -1.152 0.840
H 3.086 -3.926 -0.922
H 2.736 -2.981 0.556
C -2.620 2.711 -2.141
O -1.489 3.006 -2.476
N -3.454 3.574 -1.555
N -3.207 1.721 -2.716
H -4.398 3.216 -1.524
H -3.080 4.479 -1.305
H -2.629 1.067 -3.224
H -4.156 1.515 -2.438
C -2.694 -1.505 -1.330
C -1.422 -1.038 -0.640
C -1.174 -1.750 0.704
O 0.030 -1.303 1.508
C -0.268 -0.014 2.032
N -0.317 -1.249 -1.596
H -3.514 -1.608 -0.620
H -2.671 -2.388 -1.968
H -3.062 -0.722 -1.993
H -1.606 -0.010 -0.329
H -0.945 -2.804 0.552
H -2.112 -1.770 1.259
H -0.275 0.603 1.133
H 0.454 0.305 2.783
H -1.214 0.106 2.560
H 0.585 -1.259 -1.141
H -0.341 -0.535 -2.310
C 3.010 -0.006 5.320
C 4.102 -0.205 4.312
C 4.952 1.084 4.212
O 5.830 0.764 3.127
C 6.796 1.728 3.012
N 4.941 -1.327 4.748
H 3.277 0.543 6.223
H 2.358 -0.813 5.652
H 2.219 0.615 4.901
H 3.486 -0.393 3.433
H 5.502 1.285 5.131
H 4.346 1.925 3.876
H 6.341 2.718 2.978
H 7.326 1.717 2.059
H 7.464 1.684 3.873
H 5.159 -1.183 5.724
H 5.723 -1.524 4.139
C -4.752 -0.649 2.847
C -5.484 0.632 2.796
C -4.693 1.666 1.873
O -3.385 1.929 2.336
C -2.810 3.192 2.007
N -6.834 0.303 2.262
H -3.677 -0.600 3.020
H -4.932 -1.299 1.990
H -5.101 -1.363 3.592
H -5.525 1.069 3.793
H -5.278 2.583 1.805
H -4.642 1.249 0.867
H -1.721 3.170 2.004
H -3.048 3.930 2.773
H -3.139 3.406 0.990
H -7.260 1.203 2.093
H -7.386 -0.134 2.985
C 1.799 3.700 0.584
C 2.098 3.736 -0.860
C 1.987 2.447 -1.685
O 2.972 1.431 -1.490
C 4.326 1.839 -1.565
N 1.144 4.698 -1.330
H 2.113 4.562 1.173
H 2.334 2.877 1.058
H 0.749 3.541 0.826
H 3.085 4.175 -1.012
H 2.076 2.579 -2.763
H 1.021 1.996 -1.459
H 4.552 2.474 -2.422
H 4.869 0.910 -1.739
H 4.618 2.386 -0.668
H 1.514 5.149 -2.155
H 0.273 4.265 -1.602
```

Kohn-Sham gap (alpha / beta)   9.1 / 3.1 eV
Strongest force on any atom   7.79 eV/A
2S+1   2
Charge   +1
E_tot   -68225.059 eV
Energy above the lowest of the compared OMol25 structures with the same formula, charge and spin   27.98 kcal per mole

Here are the Mulliken charges for atoms 1 to 99, given in e: number 1, C, carries 0.587; number 2, O, carries -0.568; number 3, N, carries 0.042; number 4, N, carries -0.445; number 5, H, carries -0.081; number 6, H, carries 0.214; number 7, H, carries 0.265; number 8, H, carries 0.136; number 9, C, carries 0.644; number 10, O, carries -0.703; number 11, N, carries -0.370; number 12, N, carries -0.042; number 13, H, carries 0.184; number 14, H, carries 0.254; number 15, H, carries 0.012; number 16, H, carries 0.107; number 17, C, carries 0.411; number 18, O, carries -0.690; number 19, N, carries -0.278; number 20, N, carries -0.163; number 21, H, carries 0.151; number 22, H, carries 0.262; number 23, H, carries 0.130; number 24, H, carries 0.028; number 25, C, carries 0.561; number 26, O, carries -0.216; number 27, N, carries -0.144; number 28, N, carries -0.146; number 29, H, carries 0.290; number 30, H, carries 0.144; number 31, H, carries 0.286; number 32, H, carries 0.094; number 33, C, carries 0.677; number 34, O, carries -0.714; number 35, N, carries -0.044; number 36, N, carries -0.202; number 37, H, carries 0.060; number 38, H, carries 0.109; number 39, H, carries 0.192; number 40, H, carries 0.172; number 41, C, carries 0.646; number 42, O, carries -0.840; number 43, N, carries -0.392; number 44, N, carries -0.055; number 45, H, carries 0.145; number 46, H, carries 0.279; number 47, H, carries -0.374; number 48, H, carries 0.279; number 49, C, carries -1.018; number 50, C, carries 0.677; number 51, C, carries -1.227; number 52, O, carries 0.054; number 53, C, carries -0.032; number 54, N, carries 0.412; number 55, H, carries 0.426; number 56, H, carries 0.463; number 57, H, carries -0.397; number 58, H, carries 0.354; number 59, H, carries 0.223; number 60, H, carries 0.287; number 61, H, carries 0.091; number 62, H, carries 0.070; number 63, H, carries -0.002; number 64, H, carries -0.024; number 65, H, carries -0.157; number 66, C, carries -1.815; number 67, C, carries 1.872; number 68, C, carries -0.872; number 69, O, carries -0.306; number 70, C, carries -0.869; number 71, N, carries -0.592; number 72, H, carries 0.413; number 73, H, carries 0.426; number 74, H, carries 0.393; number 75, H, carries -0.763; number 76, H, carries 0.401; number 77, H, carries 0.368; number 78, H, carries 0.335; number 79, H, carries 0.252; number 80, H, carries 0.336; number 81, H, carries 0.239; number 82, H, carries 0.259; number 83, C, carries -1.387; number 84, C, carries 0.538; number 85, C, carries -0.664; number 86, O, carries -0.281; number 87, C, carries -0.461; number 88, N, carries -0.744; number 89, H, carries 0.105; number 90, H, carries 0.395; number 91, H, carries 0.486; number 92, H, carries 0.266; number 93, H, carries 0.458; number 94, H, carries 0.240; number 95, H, carries 0.070; number 96, H, carries 0.313; number 97, H, carries 0.199; number 98, H, carries 0.249; number 99, H, carries 0.269

DFT (ωB97M-V/def2-TZVPD) results for C3H4N2O3 as an isolated structure at a distorted geometry.

Geometry as XYZ:
```
12
C3H4N2O3, DFT ωB97M-V/def2-TZVPD
C 1.194 0.147 -0.091
C -1.068 -1.010 0.029
C -0.665 1.083 -1.383
H 1.136 -0.244 2.876
H 2.103 -0.212 -1.050
H -0.413 -1.541 0.682
H 0.255 1.412 -2.334
N 1.401 0.087 1.168
N -0.290 0.177 -0.290
O 0.401 0.408 2.283
O -2.059 -1.476 -0.535
O -1.994 1.169 -1.354
```

Kohn-Sham gap   9.9 eV
Strongest force on any atom   7.93 eV/A
E_tot   -12291.020 eV
Energy above the lowest of the compared OMol25 structures with the same formula, charge and spin   183.91 kcal per mole

What are the Mulliken partial charges on each atom? They are as follows, in elementary charge units: number 1, C, carries 0.058; number 2, C, carries 0.092; number 3, C, carries 0.141; number 4, H, carries 0.457; number 5, H, carries 0.300; number 6, H, carries 0.349; number 7, H, carries 0.224; number 8, N, carries -0.427; number 9, N, carries 0.115; number 10, O, carries -0.366; number 11, O, carries -0.457; number 12, O, carries -0.484